A molecular structure, C25H28BF4MoN6O3 at a distorted geometry, computed with ωB97M-V with the def2-TZVPD basis set.

```
! RIJCOSX wB97M-V def2-TZVPD def2/J DEFGRID3
* xyz 1 1
N 1.839 -1.382 0.130
F -0.617 -2.196 1.796
H -2.655 0.782 0.578
C 2.914 -1.198 -1.975
H 2.934 1.954 -3.231
C 2.137 0.148 5.815
C 4.014 -1.153 -4.125
H 4.542 -1.656 -4.923
C -0.755 2.921 -1.040
H -2.390 -0.932 1.259
H 3.337 -2.646 -0.374
N -0.642 2.133 0.058
N -0.185 0.989 -2.391
C -1.381 -1.064 -1.013
H 1.709 -2.986 3.624
N -1.602 0.574 2.338
N -0.192 -1.467 -1.681
H 0.887 -1.504 -3.478
O 1.973 0.853 -1.118
C 3.096 0.883 -3.188
C 2.681 -1.851 -0.720
H -2.127 -0.575 -1.632
H 3.853 -2.895 -2.898
O 1.986 1.518 3.854
C 3.751 0.221 -4.204
H -2.059 1.885 -2.325
F -0.113 -3.673 0.098
H -1.667 0.141 -3.602
C -1.009 2.191 -2.323
H -1.797 -1.851 -0.399
H -0.143 0.412 -4.432
F -2.274 -3.437 0.864
O 0.867 0.155 1.615
C -2.120 0.114 1.237
H -1.187 -0.140 2.931
C -0.585 0.087 -3.489
C 2.171 -1.107 6.395
H 2.269 1.038 6.421
H 2.046 -3.229 6.060
C 2.027 -2.246 5.611
N 2.148 -1.712 1.451
H -0.975 4.518 2.386
C -0.131 -1.317 -3.147
H -0.854 4.875 -1.877
H -1.717 2.487 3.148
B -0.927 -3.495 1.260
H 4.085 0.778 -5.070
C -1.041 1.906 2.518
H 0.773 1.292 -2.533
C 1.622 -0.812 2.180
Mo 0.262 0.053 -0.246
C -0.789 4.896 0.283
H -0.099 1.791 3.051
H 2.255 2.160 4.522
C 1.846 -2.113 4.249
F -0.664 -4.461 2.187
H 2.316 -1.195 7.464
H 0.085 -2.391 -1.335
H -0.862 2.848 -3.183
C -0.863 4.094 1.397
H -0.788 -2.062 -3.599
H -0.791 5.974 0.378
C 1.951 0.276 4.445
C 2.637 0.186 -2.055
C 1.799 -0.855 3.643
C -0.820 2.709 1.259
C 3.624 -1.840 -3.002
C -0.794 4.292 -0.968
*
```

The calculation puts the energy relative to the best compared isomer or geometry (same formula, charge and spin) at 0.7480 eV. Its electronic energy is -54864.89488 eV. The HOMO energy (alpha / beta) comes out at -10.801 / -10.669 eV.


A molecular structure, C27H21F2IrN2Te at a distorted geometry, computed with ωB97M-V with the def2-TZVPD basis set.

```
! RIJCOSX wB97M-V def2-TZVPD def2/J DEFGRID3
* xyz 1 2
H -5.785 -0.473 1.323
H -5.961 -1.318 -2.848
H 4.449 -1.091 3.633
H -2.448 0.391 1.488
H -3.686 -0.700 -4.075
C 5.954 -1.046 -1.321
C 4.169 -1.123 0.817
C 6.444 -0.895 -0.035
H 0.254 -0.880 4.372
F 6.057 -0.862 2.249
C 5.546 -0.969 1.012
H 4.305 -1.435 -2.589
H -7.903 -0.065 -1.385
C 1.739 4.198 -0.746
C 0.894 -1.043 2.339
H -7.891 -0.616 0.296
C 3.175 -1.093 1.891
H 3.366 1.584 -2.127
C 3.440 -1.049 3.266
H 2.609 -0.862 5.222
H -3.785 -0.248 2.447
C -7.536 -0.833 -0.707
C 3.695 -1.267 -0.516
C -3.121 -0.459 1.612
C -4.003 -1.181 -2.028
C 1.581 1.411 -0.926
H 7.493 -0.734 0.155
Ir 1.651 -0.685 -0.813
C 2.399 -0.943 4.166
H -2.534 -1.345 1.862
C 0.696 3.517 -0.117
C -3.255 -0.956 -0.864
H -0.199 1.631 0.262
H -2.291 -1.466 -3.297
C 0.630 2.144 -0.213
C 2.622 2.112 -1.548
H -7.954 -1.784 -1.032
Te -1.106 -0.859 -0.988
H -0.102 -1.092 1.916
H -3.714 -2.426 -3.729
H -0.058 4.069 0.426
C -5.281 -0.670 0.387
C -3.899 -0.697 0.357
C -5.386 -1.144 -1.950
C -3.381 -1.459 -3.357
C 1.091 -0.949 3.700
F 6.803 -0.984 -2.352
C 2.708 3.488 -1.459
H 3.511 4.018 -1.951
N 1.894 -1.082 1.471
N 1.769 6.757 -0.675
C -6.050 -0.886 -0.755
C 4.608 -1.265 -1.566
C 1.775 5.611 -0.697
*
```

The calculation puts the energy relative to the best compared isomer or geometry (same formula, charge and spin) at 2.1302 eV. The expectation value of S² is 0.78. Its electronic energy is -46876.85671 eV. The HOMO energy (alpha / beta) comes out at -11.384 / -11.315 eV.


4 unconnected molecules or ions with the total composition C13H37N3O4 at a distorted geometry, computed with ωB97M-V with the def2-TZVPD basis set.

```
! RIJCOSX wB97M-V def2-TZVPD def2/J DEFGRID3
* xyz 0 1
H -2.307 3.013 0.424
H 3.064 0.813 -0.532
H 3.025 -0.934 -0.094
H 0.234 0.960 0.214
C -0.824 3.005 2.515
H -0.683 2.475 3.488
O -1.187 1.678 -1.067
H 3.381 1.580 -2.594
H -0.274 -1.810 -0.664
H -1.632 1.310 1.347
C -2.463 -1.626 2.754
H 0.470 0.298 -5.771
H -1.589 -2.928 -0.800
H -2.729 2.501 -2.284
H -1.362 1.313 -2.770
C 1.291 0.010 -4.839
H -0.544 -5.795 3.208
C 2.798 0.845 -3.020
H 4.339 -0.401 -1.190
H -0.065 3.642 2.418
C 3.209 -0.121 -0.972
C -1.624 2.232 -2.276
H -2.028 -1.280 -0.538
C -1.273 -1.906 -1.095
O -0.741 -3.814 3.850
H -1.967 -1.488 1.873
N -0.962 -0.168 3.896
H 2.258 -0.425 -5.349
H 0.870 1.599 -3.488
H -3.129 -0.979 2.599
H 1.199 2.224 0.960
N 2.004 2.225 -4.792
H -1.033 3.009 -2.584
N 0.480 1.443 1.122
H -1.743 3.503 2.648
O -1.221 -1.939 -2.565
H -0.131 0.015 4.485
C -0.424 -2.508 3.962
H -2.807 -2.544 2.769
O 2.302 -0.123 -2.062
C -1.524 -1.510 3.957
H 0.907 -0.913 -4.336
C 0.077 -4.856 3.515
H 1.168 2.431 -5.172
H 0.214 -2.471 4.779
H 2.108 2.979 -4.245
H -0.057 -2.190 3.060
C -1.319 2.683 -0.006
C 1.613 1.146 -3.996
H -0.590 -0.024 3.017
H 0.624 -4.288 2.624
H -0.622 -1.251 -2.820
H -0.553 3.506 -0.272
H -1.907 -1.364 4.977
H 3.587 0.362 -3.592
H 0.959 -5.112 4.041
C -0.866 1.967 1.280
*
```

The calculation puts the energy relative to the best compared isomer or geometry (same formula, charge and spin) at 7.5488 eV. The SMILES is COC[C@H](C)N.COC[C@H](C)N.COC[C@H](C)N.CO. Its electronic energy is -26731.74941 eV. The HOMO energy comes out at -9.189 eV.


6 unconnected molecules or ions with the total composition C32H80BrN5O5 at a distorted geometry, computed with ωB97M-V with the def2-TZVPD basis set.

```
! RIJCOSX wB97M-V def2-TZVPD def2/J DEFGRID3
* xyz 4 1
C 4.392 -0.285 -0.146
C -0.787 6.980 -5.647
O 5.271 3.164 2.765
H -0.893 -6.078 -0.333
C -0.928 2.261 -0.894
H -3.959 1.050 1.837
H -6.761 -1.614 1.998
H -4.584 -4.464 -0.472
C -3.414 -1.464 2.002
C 1.368 -2.057 -0.575
H -3.767 -7.436 -0.988
H -5.422 -6.796 -1.220
H -2.917 7.409 -1.387
H 0.403 3.713 -2.716
C -0.124 5.105 -4.273
H 0.040 5.384 -2.189
H 5.494 0.289 5.971
H 0.979 -2.317 -2.650
H 5.965 2.594 6.771
H 1.826 -3.958 0.349
C -6.150 1.262 2.090
C -4.451 -6.963 -1.686
C 3.655 -0.973 2.238
H 8.543 0.406 5.019
C 5.726 0.666 4.976
H -0.159 -2.417 1.059
N -1.666 4.231 -2.390
H -2.050 6.306 -0.376
H -5.778 -1.427 3.503
H -1.361 1.489 -1.530
O 1.577 -0.012 0.393
H -1.488 2.440 -3.444
H 4.708 -1.153 2.432
H -3.182 -1.410 3.063
C -0.077 -2.229 -0.015
H -2.562 3.612 -0.642
H -0.581 -6.579 -2.937
N -3.888 -5.625 -2.097
H -5.992 -0.734 -0.099
H -0.936 1.878 0.126
H 0.932 5.162 -4.564
C -4.933 -4.959 -2.998
C -1.384 -6.420 -2.218
N -4.799 -0.934 1.714
H -0.652 -3.043 -0.454
C -2.624 5.421 -2.315
H 3.794 -2.725 -1.730
H 5.740 4.003 2.686
H 8.107 1.403 3.387
C -1.522 3.672 -0.973
H 6.017 -0.268 4.491
H -6.950 0.690 2.561
H 7.815 3.078 3.830
H -2.926 -6.380 -3.703
H 6.665 2.248 1.545
H 5.782 1.168 2.571
C 3.540 -3.286 -0.833
H -3.365 -2.512 1.708
C 7.330 2.125 3.624
H 2.935 -1.574 2.796
O -6.388 1.648 0.757
H -4.243 -0.293 -0.187
H -2.668 -0.945 1.404
H 5.515 3.350 5.216
C 8.054 1.077 5.717
H -0.971 4.329 -0.307
C 6.306 2.853 5.770
H -3.169 2.756 -2.830
H -0.495 4.408 -5.039
H 5.379 -0.035 0.233
H -2.840 5.680 -3.346
C -4.822 0.501 2.213
H -4.773 -2.028 0.014
H -4.647 -7.507 -2.607
Br 2.483 1.631 -2.888
H 7.816 0.494 6.607
H 3.327 0.036 2.504
H -6.017 2.105 2.773
C 3.538 -1.208 0.721
H -5.364 -5.684 -3.683
H -3.168 -3.806 -1.319
H -4.384 -4.160 -3.486
H -2.431 -4.750 -3.331
H 3.848 0.574 -0.554
C -2.552 -5.741 -2.899
H -3.530 5.027 -1.845
H -1.019 6.287 -6.460
O -0.793 6.334 -4.369
C -0.232 4.585 -2.879
H -4.612 0.455 3.285
O -0.809 -5.616 -1.172
C 2.048 -3.419 -0.577
H 7.138 3.541 5.918
H 5.176 -2.600 0.472
H 4.906 1.139 4.445
H 4.582 -0.760 -1.115
C -4.982 -0.978 0.217
H -1.664 7.627 -5.643
H 3.930 -4.302 -0.887
C 1.243 -1.478 -2.002
C -5.790 -1.761 2.468
C -3.624 -4.711 -0.927
C -2.216 6.574 -1.419
H -2.999 -5.220 -0.203
H 2.225 -1.208 -2.384
H -1.723 -7.359 -1.781
H 1.599 -4.068 -1.331
H -0.572 -1.277 -0.223
H -2.573 3.652 -4.187
C 6.242 2.155 2.548
N 2.089 -1.045 0.218
H 0.096 2.357 -1.237
H 0.448 -0.743 -2.036
H 0.125 7.546 -5.821
H -5.610 -2.834 2.470
H 3.840 -3.420 1.202
H -6.136 2.563 0.609
C -2.261 3.179 -3.257
N 6.843 1.659 5.035
H -1.333 7.090 -1.803
H -5.712 -4.631 -2.314
H 8.664 1.909 6.060
C 4.088 -2.652 0.466
*
```

Its electronic energy is -122172.11098 eV. The HOMO energy comes out at -14.557 eV.


> electronic energy of number 3 (C13H37N3O4)?

-26731.74941 eV


What did the third record say?
4 unconnected molecules or ions with the total composition C13H37N3O4 at a distorted geometry, computed with ωB97M-V with the def2-TZVPD basis set.

```
! RIJCOSX wB97M-V def2-TZVPD def2/J DEFGRID3
* xyz 0 1
H -2.307 3.013 0.424
H 3.064 0.813 -0.532
H 3.025 -0.934 -0.094
H 0.234 0.960 0.214
C -0.824 3.005 2.515
H -0.683 2.475 3.488
O -1.187 1.678 -1.067
H 3.381 1.580 -2.594
H -0.274 -1.810 -0.664
H -1.632 1.310 1.347
C -2.463 -1.626 2.754
H 0.470 0.298 -5.771
H -1.589 -2.928 -0.800
H -2.729 2.501 -2.284
H -1.362 1.313 -2.770
C 1.291 0.010 -4.839
H -0.544 -5.795 3.208
C 2.798 0.845 -3.020
H 4.339 -0.401 -1.190
H -0.065 3.642 2.418
C 3.209 -0.121 -0.972
C -1.624 2.232 -2.276
H -2.028 -1.280 -0.538
C -1.273 -1.906 -1.095
O -0.741 -3.814 3.850
H -1.967 -1.488 1.873
N -0.962 -0.168 3.896
H 2.258 -0.425 -5.349
H 0.870 1.599 -3.488
H -3.129 -0.979 2.599
H 1.199 2.224 0.960
N 2.004 2.225 -4.792
H -1.033 3.009 -2.584
N 0.480 1.443 1.122
H -1.743 3.503 2.648
O -1.221 -1.939 -2.565
H -0.131 0.015 4.485
C -0.424 -2.508 3.962
H -2.807 -2.544 2.769
O 2.302 -0.123 -2.062
C -1.524 -1.510 3.957
H 0.907 -0.913 -4.336
C 0.077 -4.856 3.515
H 1.168 2.431 -5.172
H 0.214 -2.471 4.779
H 2.108 2.979 -4.245
H -0.057 -2.190 3.060
C -1.319 2.683 -0.006
C 1.613 1.146 -3.996
H -0.590 -0.024 3.017
H 0.624 -4.288 2.624
H -0.622 -1.251 -2.820
H -0.553 3.506 -0.272
H -1.907 -1.364 4.977
H 3.587 0.362 -3.592
H 0.959 -5.112 4.041
C -0.866 1.967 1.280
*
```

The calculation puts the energy relative to the best compared isomer or geometry (same formula, charge and spin) at 7.5488 eV. The SMILES is COC[C@H](C)N.COC[C@H](C)N.COC[C@H](C)N.CO. Its electronic energy is -26731.74941 eV. The HOMO energy comes out at -9.189 eV.


> The lowest electronic energy belongs to which entry?

C32H80BrN5O5


> Among the records above, which one has the lowest electronic energy?

C32H80BrN5O5